(1)
Below is a cluster of 2 separate species, C2H4F4O in total, with properties calculated with ωB97M-V/def2-TZVPD.

Atoms and positions in Å:
F (1.04596, 2.38730, 0.28236)
F (-1.68546, 0.46158, 0.49301)
F (-0.49800, 0.33816, -1.26845)
F (0.37221, -0.25902, 0.62472)
C (-0.23610, 2.11306, 0.35153)
C (-0.46515, 0.59349, 0.03062)
H (-0.63197, 2.34445, 1.35910)
H (-0.72324, 2.79963, -0.36731)
O (0.62884, -3.64652, -0.25513)
H (0.82978, -4.13437, -1.08573)
H (1.36313, -2.99775, -0.16471)

Cartesian forces, eV/Å:
F 3.041 0.667 0.105
F -1.803 -1.507 0.643
F 0.423 -0.293 -0.570
F -0.136 0.296 -0.075
C -1.285 -0.476 -0.158
C -0.057 2.585 0.305
H 0.216 -0.411 -0.361
H -0.384 -0.880 0.109
O 0.959 0.147 -0.765
H -0.184 0.555 0.896
H -0.791 -0.684 -0.128

For the HOMO-LUMO gap, the calculation gives 12.268 eV. Its multiplicity is 1. The value obtained for the energy above the lowest of the compared OMol25 structures with the same formula, charge and spin is 0.2560 eV.

natural (NBO) atomic charges, in units of e: -0.3355 -0.3215 -0.3147 -0.3100 -0.0180 0.9391 0.1773 0.1832 -0.9406 0.4692 0.4715

---

(2)
Below is a structure of composition C11H17B2CeN7, with properties calculated with ωB97M-V/def2-TZVPD.

Atoms and positions in Å:
H (2.52917, -2.08129, 0.77664)
N (1.34661, -0.89826, -0.55615)
B (0.42944, 0.29166, -2.64218)
N (1.41416, -0.69420, -1.93973)
C (2.44776, -1.38464, -2.44296)
Ce (-0.16829, 0.15738, 0.98127)
H (2.68667, -1.31497, -3.49535)
C (3.06694, -2.08613, -1.40640)
H (3.91310, -2.74113, -1.48715)
C (2.36419, -1.75493, -0.24368)
H (0.59022, 0.31262, -3.83009)
C (-1.31418, 1.50140, 3.43444)
H (-1.57968, 1.34474, 4.48720)
H (-2.08361, 0.99715, 2.82062)
H (-1.29710, 2.57506, 3.20753)
N (0.69554, 1.68381, -1.98945)
N (-1.02983, -0.11105, -2.25778)
N (0.54412, 1.81882, -0.60728)
N (-1.41087, -0.29451, -0.92289)
C (1.09162, 2.85223, -2.51027)
C (-2.09649, -0.29333, -3.04615)
H (1.26180, 2.94460, -3.57665)
H (-1.99881, -0.14754, -4.11242)
C (1.20330, 3.78544, -1.47939)
C (-3.19434, -0.63401, -2.25434)
C (0.86812, 3.10835, -0.30052)
C (-2.74093, -0.62986, -0.93009)
H (1.48596, 4.81609, -1.56695)
H (-4.18840, -0.85356, -2.59220)
H (0.85453, 3.44964, 0.72716)
H (-3.26361, -0.85964, -0.01105)
H (-0.30060, 1.05609, 3.30560)
B (-0.39074, -2.98831, 4.82046)
C (-0.30116, -1.99424, 3.68431)
N (-0.21598, -1.25572, 2.76660)
H (-1.42508, -3.60700, 4.63822)
H (-0.38391, -2.37119, 5.87190)
H (0.59036, -3.69956, 4.67919)

Cartesian forces, eV/Å:
H -0.027 -0.004 -0.141
N 0.009 0.052 -0.340
B 0.198 0.051 0.504
N -0.129 -0.089 0.889
C -0.473 0.147 0.832
Ce 0.695 -1.025 -1.444
H -0.055 -0.120 0.094
C -0.297 0.237 0.575
H 0.100 -0.055 0.015
C -0.026 0.161 -1.122
H -0.079 0.008 0.283
C 0.246 0.291 -0.350
H 0.106 -0.023 -0.319
H 0.114 0.036 0.152
H -0.044 -0.264 0.103
N -0.167 0.158 1.046
N -0.425 -0.111 0.894
N 0.074 0.060 -0.446
N -0.056 0.040 -0.533
C -0.291 -0.415 0.707
C 0.441 0.005 0.914
H -0.020 0.034 0.199
H -0.095 -0.139 0.047
C -0.096 -0.169 0.753
C 0.025 -0.009 0.883
C 0.069 -0.249 -1.353
C 0.539 0.238 -1.497
H 0.084 0.130 -0.023
H -0.130 -0.037 -0.039
H -0.008 0.134 -0.133
H -0.067 0.006 -0.087
H -0.400 0.292 0.382
B 0.046 0.078 0.121
C -0.078 -0.845 0.743
N 0.227 1.145 -1.916
H 0.129 0.153 -0.059
H -0.006 -0.054 -0.292
H -0.135 0.153 -0.042

For the HOMO-LUMO gap, the calculation gives 5.281 eV. The total charge is +2. Its multiplicity is 1.

Löwdin atomic charges, in units of e: 0.1328 -0.1092 -0.4433 0.0064 0.0124 1.6695 0.1521 0.0116 0.1217 -0.0607 0.1378 -0.0307 0.0867 0.0361 0.0652 0.0095 0.0187 -0.1212 -0.1425 0.0132 0.0201 0.1548 0.1545 0.0092 0.0180 -0.0689 -0.0525 0.1209 0.1236 0.1285 0.1338 -0.0148 -0.3097 -0.1153 -0.0632 0.0670 0.0613 0.0665

---

(3)
Below is a cluster of 2 separate species, C3H4N2O in total, with properties calculated with ωB97M-V/def2-TZVPD.

Atoms and positions in Å:
C (-1.40435, -1.13797, -1.38116)
C (-0.20977, -0.87425, -0.75897)
C (-1.38902, -0.23016, -0.29043)
N (1.01859, 0.76542, 1.03334)
N (2.20266, 0.29074, 0.82268)
O (-1.78898, 0.54570, 0.54094)
H (-2.00182, -1.50860, -2.24381)
H (0.76853, 0.93678, 1.95803)
H (0.23048, 1.05258, 0.41370)
H (2.57367, 0.15975, -0.09433)

Cartesian forces, eV/Å:
C 1.036 0.319 -0.333
C -0.891 -1.659 -2.131
C -0.360 1.139 1.924
N -1.371 0.997 -1.935
N 1.075 -0.509 1.680
O -0.680 -0.461 -1.037
H 0.470 0.183 1.012
H 0.019 0.096 1.836
H 1.672 -0.432 0.163
H -0.969 0.327 -1.180

For the HOMO-LUMO gap (spin up / spin down), the calculation gives 10.277 / 4.444 eV. Its multiplicity is 1. The value obtained for the energy above the lowest of the compared OMol25 structures with the same formula, charge and spin is 7.8177 eV.

natural (NBO) atomic charges, in units of e: -0.2712 0.0005 0.4079 -0.5069 -0.4488 -0.5026 0.2631 0.3627 0.3649 0.3304